1.
Computed, not measured: C23H75F3N17O16Y as an isolated structure at a distorted geometry, with the ωB97M-V functional and the def2-TZVPD basis.

HOMO energy = -11.58 eV
E_LUMO = -7.991 eV
Kohn-Sham gap = 3.59 eV
Net charge = +2
Multiplicity = 1
M = 991.86 g mol⁻¹

Cartesian coordinates (Å):
Y -2.847 -27.048 13.366
C -0.504 -30.285 12.671
O -1.162 -31.140 13.569
O -1.293 -29.194 12.425
C 1.028 -30.098 12.873
F 1.641 -29.644 11.774
F 1.383 -29.201 13.877
F 1.556 -31.226 13.321
C -0.893 -32.532 13.529
C -1.826 -33.404 14.342
H -1.530 -34.445 14.216
H -1.738 -33.187 15.411
H -2.893 -33.342 14.117
H 0.105 -32.750 13.919
H -0.887 -32.973 12.527
H -0.466 -30.697 11.646
C 4.113 -29.352 15.037
C 5.339 -29.256 15.978
C 6.167 -30.576 15.916
O 5.372 -31.601 16.515
C 6.093 -32.826 16.664
N 6.226 -28.206 15.535
H 4.254 -29.849 14.080
H 3.862 -28.315 14.788
H 3.350 -29.661 15.752
H 5.045 -29.057 17.007
H 6.956 -30.430 16.662
H 6.528 -30.764 14.903
H 6.581 -32.840 17.641
H 6.884 -32.875 15.911
H 5.419 -33.675 16.562
H 6.666 -28.367 14.635
H 7.007 -28.204 16.185
C -1.167 -36.152 16.936
C 0.184 -36.477 17.529
C 0.864 -35.169 18.002
O 1.281 -34.409 16.868
C 2.241 -33.408 17.222
N -0.061 -37.416 18.660
H -1.565 -37.003 16.380
H -1.201 -35.269 16.291
H -1.877 -35.901 17.728
H 0.907 -37.020 16.920
H 1.715 -35.418 18.639
H 0.147 -34.587 18.590
H 2.844 -33.141 16.357
H 2.913 -33.794 17.992
H 1.653 -32.580 17.625
H -1.047 -37.342 18.886
H 0.016 -38.381 18.363
C -1.664 -28.564 18.613
C -1.850 -29.937 18.024
C -3.295 -30.411 17.879
O -4.036 -29.336 17.320
C -5.277 -29.773 16.765
N -1.279 -30.103 16.678
H -2.128 -27.649 18.254
H -0.598 -28.394 18.789
H -2.003 -28.649 19.651
H -1.290 -30.611 18.680
H -3.777 -30.587 18.849
H -3.402 -31.379 17.378
H -6.000 -29.951 17.564
H -5.092 -30.682 16.189
H -5.683 -28.978 16.140
H -1.340 -30.974 16.169
H -0.294 -29.867 16.745
O 3.719 -30.087 9.207
H 3.678 -29.125 9.197
H 4.071 -30.305 10.078
O 1.364 -32.000 9.725
H 1.869 -31.179 9.661
H 1.482 -32.295 10.648
O 1.041 -27.791 16.228
H 1.679 -28.297 16.743
H 1.387 -27.824 15.328
O -1.565 -27.824 15.191
H -1.701 -28.730 15.609
H -0.624 -27.615 15.360
C 3.644 -33.437 12.260
O 2.545 -33.261 11.724
N 3.882 -33.301 13.598
N 4.746 -33.794 11.587
H 4.823 -33.340 13.941
H 3.190 -32.853 14.172
H 5.576 -34.146 12.026
H 4.737 -33.885 10.584
C -1.671 -31.024 7.690
O -2.364 -31.083 6.691
N -1.377 -29.880 8.381
N -1.217 -32.129 8.379
H -1.073 -29.989 9.331
H -1.743 -28.981 8.132
H -0.284 -31.990 8.757
H -1.443 -33.008 7.943
C -4.165 -36.201 16.715
O -3.421 -36.860 17.427
N -4.196 -34.844 16.763
N -4.922 -36.699 15.679
H -4.683 -34.290 16.092
H -3.536 -34.505 17.448
H -4.548 -37.605 15.426
H -5.383 -36.161 14.975
C -0.460 -35.647 11.608
O 0.174 -36.458 12.263
N 0.021 -34.445 11.128
N -1.762 -35.783 11.291
H -0.503 -33.690 10.721
H 0.927 -34.086 11.421
H -2.139 -36.657 11.630
H -2.339 -35.143 10.784
C 0.358 -25.807 12.456
O -0.747 -26.355 12.699
N 1.477 -26.535 12.626
N 0.565 -24.524 12.135
H 1.247 -27.520 12.655
H 2.400 -26.278 12.324
H -0.230 -24.078 11.697
H 1.446 -24.159 11.812
C -4.436 -37.489 14.237
O -5.340 -37.023 13.531
N -4.725 -38.524 15.061
N -3.182 -37.006 14.422
H -5.562 -39.061 14.937
H -4.060 -38.752 15.778
H -2.465 -37.567 14.840
H -2.986 -36.190 13.866
C -4.579 -30.072 13.068
O -4.004 -29.025 13.474
N -5.884 -30.347 13.182
N -3.899 -30.898 12.264
H -6.323 -31.189 12.845
H -6.604 -29.805 13.635
H -4.323 -31.758 11.965
H -2.891 -30.744 12.296

2.
Computed, not measured: a 14-piece molecular cluster, C23H77N25O14 overall at a distorted geometry, with the ωB97M-V functional and the def2-TZVPD basis.

HOMO energy = -7.86 eV
E_LUMO = -0.158 eV
Relative energy (zero: lowest compared OMol25 entry of this formula, charge and spin) = 3.290 eV
Kohn-Sham gap = 7.71 eV
Multiplicity = 1
M = 928.03 g mol⁻¹

Cartesian coordinates (Å):
C -5.402 -6.773 -1.796
C -5.272 -5.267 -1.511
C -4.034 -4.700 -2.218
O -4.091 -3.278 -2.092
C -2.891 -2.711 -2.639
N -6.566 -4.616 -1.856
H -6.172 -7.150 -1.125
H -4.490 -7.297 -1.488
H -5.474 -6.991 -2.861
H -5.149 -5.099 -0.440
H -3.885 -4.978 -3.266
H -3.182 -5.156 -1.700
H -2.987 -1.626 -2.580
H -2.719 -2.914 -3.697
H -2.095 -2.973 -1.936
H -7.138 -4.789 -1.028
H -7.057 -5.343 -2.380
C 2.043 0.468 6.766
C 1.943 -1.071 6.874
C 2.470 -1.775 5.578
O 1.812 -1.110 4.462
C 2.459 -1.336 3.188
N 2.839 -1.341 8.026
H 1.202 0.847 6.176
H 2.960 0.810 6.286
H 1.892 1.052 7.677
H 0.874 -1.174 7.076
H 2.116 -2.802 5.658
H 3.545 -1.608 5.556
H 3.046 -2.247 3.310
H 3.101 -0.468 3.011
H 1.769 -1.390 2.349
H 2.500 -2.238 8.383
H 2.458 -0.759 8.768
C 2.669 4.571 4.296
C 1.337 4.331 3.532
C 1.318 4.964 2.159
O 1.182 6.383 2.201
C -0.045 6.840 2.684
N 1.108 2.892 3.457
H 3.422 3.868 3.945
H 2.443 4.488 5.361
H 2.974 5.615 4.193
H 0.560 4.673 4.220
H 0.621 4.425 1.501
H 2.199 4.789 1.533
H -0.038 7.044 3.762
H -0.856 6.127 2.517
H -0.247 7.823 2.255
H 1.220 2.476 2.543
H 1.649 2.432 4.175
C -2.641 3.485 0.065
O -2.373 2.983 1.160
N -3.769 4.233 -0.193
N -1.894 3.179 -1.009
H -3.616 4.688 -1.076
H -4.172 4.590 0.657
H -2.010 3.771 -1.813
H -1.091 2.581 -0.923
C -4.267 1.390 -4.226
O -4.244 0.173 -4.319
N -5.339 2.155 -4.579
N -3.327 2.176 -3.626
H -6.075 1.660 -5.054
H -5.346 3.123 -4.341
H -3.427 3.155 -3.475
H -2.593 1.610 -3.220
C 5.790 0.979 -3.690
O 6.949 1.227 -3.370
N 5.413 0.110 -4.654
N 4.740 1.560 -3.062
H 4.437 0.239 -4.929
H 5.975 -0.473 -5.244
H 3.760 1.468 -3.267
H 4.975 2.162 -2.290
C 0.350 0.348 -0.227
O 0.754 0.557 0.920
N -0.972 0.283 -0.639
N 1.139 0.252 -1.312
H -1.224 0.241 -1.615
H -1.589 0.612 0.093
H 0.634 0.090 -2.163
H 2.141 0.307 -1.239
C 4.507 -1.717 -0.617
O 3.296 -1.752 -0.387
N 5.015 -1.941 -1.853
N 5.413 -1.297 0.283
H 4.499 -2.327 -2.623
H 6.009 -1.845 -1.971
H 6.382 -1.367 0.029
H 5.103 -0.678 1.008
C 2.483 -1.239 -4.563
O 2.616 -0.064 -4.977
N 1.347 -1.554 -3.925
N 3.375 -2.217 -4.727
H 0.590 -0.895 -3.823
H 1.252 -2.459 -3.497
H 4.177 -2.131 -5.320
H 3.125 -3.046 -4.217
C 3.915 2.715 -0.018
O 3.281 3.205 -0.954
N 3.383 1.835 0.848
N 5.224 3.022 0.219
H 2.403 1.583 0.783
H 4.098 1.346 1.354
H 5.541 3.841 -0.270
H 5.721 2.591 0.974
C -2.205 -0.191 3.510
O -3.402 -0.163 3.209
N -1.542 -1.360 3.707
N -1.344 0.832 3.307
H -2.083 -2.082 4.158
H -0.545 -1.283 3.830
H -0.362 0.936 3.482
H -1.807 1.599 2.832
C -1.130 -3.950 0.778
O -2.144 -3.875 1.450
N -0.783 -5.061 0.059
N -0.279 -2.900 0.666
H -1.329 -5.900 0.133
H 0.108 -5.161 -0.393
H -0.645 -2.092 1.147
H 0.352 -2.850 -0.115
C -0.971 0.215 -4.857
O -1.065 0.363 -3.618
N -1.620 -0.759 -5.530
N -0.297 1.097 -5.598
H -2.337 -1.335 -5.122
H -1.526 -0.831 -6.528
H 0.131 1.792 -5.009
H -0.111 0.915 -6.567
C -4.612 -0.181 -0.039
O -5.305 0.024 -1.052
N -3.905 -1.330 0.075
N -4.458 0.690 0.960
H -4.120 -2.101 -0.544
H -3.463 -1.524 0.961
H -4.964 1.555 0.891
H -4.019 0.449 1.852

Look up the multiplicity of the second one.
1